A molecular structure, C41H42MgP2Te in a non-equilibrium geometry. Source: OMol25; level of theory: ωB97M-V/def2-TZVPD.

Element x y z (Å)
Mg1 0.19657 1.40573 -4.28900
C1 -1.87340 1.11031 -6.00228
C2 -1.81915 -0.18720 -5.68535
C3 -1.18548 -1.20924 -6.52729
C4 0.25389 -0.84130 -6.96657
C5 1.05074 0.05164 -6.04825
C6 0.93280 1.43270 -6.12480
C7 0.12556 2.16242 -7.15320
C8 -1.34230 1.71311 -7.25033
C9 1.25592 0.01493 -0.16958
H1 -2.60827 1.72939 -5.50868
H2 -2.42166 -0.57921 -4.87684
H3 -1.74640 -1.29704 -7.47534
H4 -1.15473 -2.19225 -6.01920
H5 0.83722 -1.77681 -7.03639
H6 0.25713 -0.43132 -7.99338
H7 1.96430 -0.37382 -5.59617
H8 1.63475 2.10845 -5.56925
H9 0.60102 1.98703 -8.12883
H10 0.16423 3.24704 -6.92387
H11 -1.96907 2.59224 -7.48420
H12 -1.45168 0.94584 -8.02619
H13 0.71196 0.95007 -0.01887
H14 2.02247 -0.02367 0.60331
H15 0.57377 -0.84572 -0.01507
P1 -1.69164 -0.54702 -1.84895
P2 2.01988 0.01517 -1.78044
C10 -0.36220 -1.01324 -3.04338
C11 0.99394 -0.73742 -3.05270
C12 -2.60903 -2.12367 -1.66067
C13 -2.88878 -3.02006 -2.70733
C14 -3.61885 -4.18336 -2.43687
C15 -4.03638 -4.46080 -1.13262
C16 -3.74032 -3.57787 -0.08928
C17 -3.03692 -2.41326 -0.35694
C18 -2.80414 0.62632 -2.73333
C19 -2.37137 1.92309 -3.13211
C20 -3.19722 3.01875 -2.93028
C21 -4.56244 2.78524 -2.84768
C22 -5.08027 1.49782 -2.80707
C23 -4.20570 0.41641 -2.69548
C24 3.49273 -1.04918 -1.65174
C25 3.28517 -2.35504 -1.18178
C26 4.36740 -3.19024 -0.89146
C27 5.67851 -2.77336 -1.11431
C28 5.87949 -1.49951 -1.64469
C29 4.80826 -0.64082 -1.92161
C30 2.54704 1.67541 -2.29221
C31 2.50157 2.70901 -1.33339
C32 2.77218 4.02521 -1.71361
C33 3.08428 4.30887 -3.05327
C34 3.16382 3.29457 -4.01680
C35 2.90237 1.96606 -3.63189
H16 -0.70785 -1.72565 -3.82001
H17 1.59966 -1.33306 -3.77092
H18 -2.58011 -2.81570 -3.73133
H19 -3.84594 -4.88879 -3.24028
H20 -4.55982 -5.39217 -0.91334
H21 -4.04467 -3.80518 0.92744
H22 -2.84017 -1.66948 0.41682
H23 -1.47233 2.06094 -3.83752
H24 -2.76638 4.01134 -2.98269
H25 -5.22984 3.61858 -2.82854
H26 -6.15534 1.31509 -2.82666
H27 -4.60514 -0.59811 -2.64225
H28 2.27069 -2.72774 -1.06168
H29 4.19077 -4.17988 -0.48626
H30 6.52804 -3.42631 -0.88362
H31 6.88954 -1.16627 -1.84848
H32 4.97470 0.33872 -2.36969
H33 2.32564 2.48824 -0.27761
H34 2.76521 4.82844 -0.97097
H35 3.28360 5.33582 -3.35267
H36 3.42069 3.52840 -5.05855
H37 3.12923 1.13922 -4.32097
Te1 -1.90747 0.97691 1.00195
C36 -1.29940 0.64838 2.95676
C37 -1.05455 1.71468 3.86822
C38 -0.61062 1.42077 5.16497
C39 -0.41309 0.08398 5.55338
C40 -0.67649 -0.96962 4.66501
C41 -1.11598 -0.69874 3.36054
H38 -1.21972 2.73139 3.51569
H39 -0.42521 2.23378 5.87415
H40 -0.05227 -0.13400 6.56028
H41 -0.54281 -2.00560 4.98606
H42 -1.33235 -1.47916 2.63301

Atoms 1-2, force components in eV/Å:
Mg -0.73 -1.99 2.34
C -1.12 0.02 0.02

F_max	0.0667	hartree/bohr
energy	-2738.02784	Ha
E_HOMO (alpha / beta)	-4.90 / -4.92	eV
LUMO (alpha / beta)	-0.8 / -0.5	eV